# 1
C35H37GeN5O2ReS2 as an isolated structure. Source: the OMol25 dataset; level of theory: ωB97M-V with the def2-TZVPD basis set.

Geometry as XYZ:
```
83
Properties=species:S:1:pos:R:3:lowdin_spin:R:1
Re -0.09756 0.34132 -0.06906 0.8980
O 0.39029 0.02990 1.84366 0.0244
N 1.43654 0.67710 2.44164 0.0117
C 1.58767 0.46929 3.77233 0.0006
C 2.65110 1.01975 4.41698 0.0010
C 3.55862 1.79786 3.68435 0.0002
C 3.35931 2.00512 2.34182 0.0013
C 2.25759 1.43091 1.69982 0.0077
S 1.88534 1.66532 0.02912 0.0297
H 0.82838 -0.14188 4.23495 0.0002
H 2.77723 0.84343 5.47548 0.0000
H 4.41040 2.24609 4.17943 0.0000
H 4.03106 2.61346 1.75250 0.0002
C 0.48257 2.18426 -3.40652 -0.0001
N -0.06691 1.02111 -4.10247 0.0055
C -1.07778 1.35582 -5.11868 0.0009
C 0.16936 -0.23040 -3.72663 0.0158
S 0.58974 -0.72867 -2.10286 0.0480
N 0.16835 -1.20481 -4.63409 0.0096
C 0.09910 -2.63636 -4.29169 0.0040
C 0.50846 -0.94699 -6.04446 0.0009
H 0.80528 2.90688 -4.15754 0.0000
H 1.34312 1.89752 -2.80777 0.0004
H -0.26087 2.65160 -2.77720 -0.0005
H -1.78610 2.05157 -4.66745 0.0003
H -1.61554 0.46945 -5.43516 0.0000
H -0.62667 1.84040 -5.98374 0.0001
H -0.49992 -2.79156 -3.40209 0.0018
H 1.09764 -3.04113 -4.13284 0.0004
H -0.36763 -3.15570 -5.12521 0.0007
H 0.96243 0.03247 -6.14970 0.0000
H -0.36580 -1.02224 -6.68920 0.0001
H 1.23118 -1.70090 -6.35078 0.0004
N -4.00041 -5.68177 0.89009 0.0003
C -3.64008 -4.96122 -0.19375 0.0009
O -3.79976 -5.30380 -1.34403 0.0022
C -2.94701 -3.64058 0.06221 0.0115
C -1.94581 -3.47370 1.00460 -0.0015
C -1.23447 -2.29071 1.02459 0.0093
N -1.49548 -1.28454 0.16610 0.0049
C -2.51645 -1.42972 -0.70846 0.0102
C -3.24156 -2.58815 -0.79354 -0.0012
H -4.45458 -6.56906 0.74234 0.0000
H -3.96001 -5.31477 1.82385 0.0000
H -1.68214 -4.26134 1.69838 -0.0003
H -0.43468 -2.13188 1.73201 0.0003
H -2.72680 -0.58110 -1.34255 0.0000
H -4.02396 -2.69344 -1.53347 -0.0003
C -1.23164 1.55535 -0.42287 -0.0843
Ge -2.43340 3.14894 -0.30619 -0.0081
C -1.64474 4.50374 -1.39944 -0.0013
C -2.36055 5.11655 -2.42777 -0.0002
C -1.77092 6.12944 -3.18044 -0.0001
C -0.47191 6.53431 -2.90490 -0.0002
C 0.24894 5.93120 -1.87627 0.0000
C -0.33476 4.92158 -1.12390 -0.0004
C -4.13061 2.52901 -0.93144 -0.0013
C -5.28614 2.74609 -0.18003 -0.0002
C -6.51059 2.25748 -0.62650 -0.0001
C -6.58710 1.54968 -1.81821 -0.0001
C -5.44259 1.33229 -2.57848 0.0000
C -4.21991 1.82070 -2.13597 -0.0005
C -2.40826 3.68249 1.54485 -0.0016
C -1.77935 2.93562 2.54527 -0.0004
C -1.81102 3.36310 3.86815 0.0000
C -2.46858 4.53821 4.20182 0.0000
C -3.09179 5.29063 3.21604 -0.0001
C -3.05692 4.86964 1.89245 -0.0002
H -3.37873 4.80836 -2.64383 0.0000
H -2.33013 6.60785 -3.97511 0.0000
H -0.02082 7.33046 -3.48452 0.0000
H 1.25773 6.25977 -1.65745 0.0000
H 0.23009 4.45664 -0.31944 0.0000
H -5.23544 3.29007 0.75660 0.0000
H -7.40574 2.43123 -0.04208 0.0000
H -7.54202 1.17044 -2.16083 0.0000
H -5.51010 0.79310 -3.51606 0.0000
H -3.32766 1.65610 -2.73821 -0.0002
H -1.27315 2.00971 2.29725 -0.0001
H -1.32916 2.77913 4.64316 0.0000
H -2.49276 4.87126 5.23206 0.0000
H -3.60235 6.20852 3.47732 0.0000
H -3.53465 5.47684 1.12962 0.0000
```

Calculated values
Spin multiplicity   2
Expectation value of S²   0.7639
Energy relative to the best compared isomer or geometry (same formula, charge and spin)   5.22 kcal/mol
Total charge   +2
E_tot   -4731.2521 hartree
E_LUMO (alpha / beta)   -0.198 / -0.254 Eh
Maximum force   0.72 eV/A

# 2
C35H37N2OP2PtS4 as an isolated structure at a distorted geometry. Source: the OMol25 dataset; level of theory: ωB97M-V with the def2-TZVPD basis set.

Geometry as XYZ:
```
82
Properties=species:S:1:pos:R:3:lowdin_spin:R:1
Pt 9.42761 -1.74047 17.24143 0.8017
O 10.82352 -2.41646 18.77215 0.5072
N 11.92787 -1.63950 19.03374 0.2304
C 12.93801 -2.15646 19.78760 0.0458
C 14.02315 -1.42100 20.17065 0.0862
C 14.06568 -0.02395 19.94590 0.1305
C 13.06112 0.49733 19.11947 0.0516
C 12.00139 -0.34071 18.63693 0.3920
S 11.32654 -0.45545 16.92442 0.2863
H 12.87250 -3.21564 19.98773 0.0052
H 14.95767 -1.95880 20.48827 0.0024
H 14.86692 0.61067 20.35119 0.0056
H 13.02655 1.55869 18.94370 0.0040
C 6.80956 -5.10330 16.18165 0.0367
C 6.44870 -3.66069 16.50112 0.0072
S 7.35902 -2.89019 17.84820 0.1028
C 8.23003 -4.19460 18.77496 0.0228
C 7.28595 -5.14411 19.50973 0.0373
S 7.89353 -6.86570 18.96871 0.5481
C 6.45301 -7.83289 18.41649 0.0736
C 6.27437 -7.79475 16.90559 0.0507
S 5.40582 -6.25055 16.31452 0.1681
H 7.56746 -5.35469 16.90970 0.0154
H 7.23959 -5.18947 15.22761 0.0072
H 5.45183 -3.51765 16.79433 0.0016
H 6.62294 -3.06817 15.54682 0.0015
H 8.85352 -3.62184 19.49194 0.0017
H 8.98508 -4.73400 18.15889 0.0027
H 6.27188 -5.02037 19.08745 0.0041
H 7.33309 -5.04390 20.57874 0.0099
H 5.52076 -7.54287 18.87860 0.0012
H 6.78669 -8.82411 18.72511 0.0171
H 5.68810 -8.60145 16.55724 0.0044
H 7.22020 -7.80613 16.37924 0.0005
N 9.77767 0.29225 14.71223 0.0323
P 10.70333 1.16582 15.76509 0.0501
C 9.63388 2.50091 16.40079 0.0031
C 9.01939 2.37936 17.69332 0.0018
C 8.04287 3.32332 18.04331 0.0004
C 7.57157 4.24706 17.11245 0.0005
C 8.13352 4.34717 15.84833 0.0007
C 9.22897 3.56674 15.54625 0.0006
C 12.11963 1.85663 14.83787 0.0085
C 12.51280 1.39402 13.60498 0.0032
C 13.64647 1.95893 12.94276 0.0002
C 14.27441 3.07720 13.51343 0.0021
C 13.84850 3.54830 14.77847 0.0000
C 12.76961 2.95396 15.44072 0.0027
P 9.08295 -1.25450 15.03531 0.1124
C 7.39416 -1.00176 14.57054 0.0153
C 6.53289 -0.27837 15.37357 0.0097
C 5.19302 -0.10413 14.99856 -0.0002
C 4.76223 -0.66223 13.78308 0.0069
C 5.64201 -1.34994 12.97559 0.0010
C 6.95944 -1.51000 13.34841 0.0103
C 9.89692 -2.41171 13.96088 0.0136
C 11.25587 -2.13122 13.63142 0.0170
C 11.91306 -2.87346 12.69904 -0.0010
C 11.28502 -3.95291 12.08840 0.0186
C 9.99674 -4.33495 12.47711 -0.0019
C 9.31737 -3.57797 13.43420 0.0155
H 9.40959 0.75098 13.85535 0.0030
H 9.37982 1.64096 18.44207 0.0014
H 7.58081 3.26086 19.01211 0.0000
H 6.66772 4.77515 17.31371 0.0000
H 7.66744 5.00349 15.12524 0.0000
H 9.72364 3.71602 14.58841 0.0001
H 11.95710 0.69900 13.02235 0.0003
H 13.91413 1.51972 12.00795 0.0000
H 15.13390 3.49485 13.00697 0.0001
H 14.30524 4.41723 15.13945 0.0000
H 12.54205 3.29829 16.41965 0.0002
H 6.93293 0.20071 16.28155 0.0026
H 4.43017 0.28427 15.62250 -0.0001
H 3.70595 -0.73405 13.43901 0.0003
H 5.30140 -1.93738 12.10897 0.0001
H 7.67242 -1.96723 12.61926 0.0004
H 11.74665 -1.29323 14.10276 0.0037
H 12.94784 -2.62083 12.32685 -0.0003
H 11.80049 -4.43732 11.30722 0.0011
H 9.44584 -5.14455 12.04350 -0.0005
H 8.29085 -3.81855 13.71550 0.0006
```

Calculated values
Spin multiplicity   5
Expectation value of S²   6.0288
Energy relative to the best compared isomer or geometry (same formula, charge and spin)   41.47 kcal/mol
Total charge   +3
E_tot   -3934.2655 hartree
E_LUMO (alpha / beta)   -0.271 / -0.435 Eh
Maximum force   2.57 eV/A

# 3
C35H37N7O3PdSe as an isolated structure at a distorted geometry. Source: the OMol25 dataset; level of theory: ωB97M-V with the def2-TZVPD basis set.

Geometry as XYZ:
```
84
Properties=species:S:1:pos:R:3:lowdin_spin:R:1
Pd 0.97092 -0.61965 0.72540 1.5208
C -4.38489 2.86569 4.81543 0.0424
C -3.38426 2.37025 3.76849 0.2616
C -3.60578 2.71648 2.39553 0.0203
C -2.91759 2.03542 1.43662 0.1037
C -3.17358 2.32417 0.03625 0.0100
N -2.45249 1.79254 -0.89108 0.0623
C -2.68505 2.02108 -2.32677 0.0066
C -1.46202 1.59499 -3.14023 0.0034
C -0.92965 0.17831 -2.88019 0.0154
N -2.07963 -0.75578 -3.11925 0.2234
C -2.58770 -1.84314 -2.57418 0.2977
C -2.05129 -2.85515 -1.72019 0.1146
C -2.62442 -4.10264 -1.69386 0.2380
C -2.13054 -5.28360 -1.07189 0.2822
C -2.76511 -6.61009 -1.29273 0.0472
C -1.02031 -4.98465 -0.30587 0.1858
C -0.35249 -3.73857 -0.16314 0.1690
C 0.83044 -3.72565 0.69363 0.0127
N 1.49226 -2.71453 1.11482 0.2002
C 2.54929 -3.03055 2.10239 0.0153
C 2.53082 -1.98373 3.20212 0.0075
C 1.11196 -1.69756 3.73155 0.0080
N 0.40114 -0.66548 2.95036 0.1042
C -0.54494 -0.13764 3.59663 0.0108
C -1.57396 0.83158 3.20794 0.1244
C -2.33517 1.47414 4.12587 -0.0082
C -1.98333 0.96939 1.83284 0.0430
O -1.53358 0.17494 0.95723 0.2378
C -0.85597 -2.55246 -0.90116 0.1192
O -0.40925 -1.44643 -0.75239 0.2541
H -4.06359 2.44711 5.74365 -0.0005
H -5.40193 2.42440 4.66980 0.0162
H -4.44966 3.97238 4.95185 0.0129
H -4.38301 3.41526 2.14991 -0.0024
H -3.91379 3.06637 -0.24194 -0.0002
H -1.59194 1.29416 -0.65880 0.0007
H -2.83594 3.07684 -2.50780 0.0018
H -3.57679 1.44260 -2.64834 0.0027
H -0.63073 2.28327 -3.08181 0.0005
H -1.83955 1.68784 -4.17713 0.0000
H -0.73142 -0.01088 -1.81101 0.0013
H -0.06822 -0.14971 -3.41016 0.0058
H -2.74127 -0.37918 -3.82755 0.0017
H -3.49807 -2.10025 -3.07756 0.0115
H -3.56373 -4.32518 -2.24138 0.0060
H -3.77611 -6.69759 -0.86850 0.0180
H -2.13115 -7.38544 -0.96949 0.0002
H -2.92455 -6.68146 -2.38450 0.0136
H -0.60119 -5.81779 0.28369 0.0051
H 1.13584 -4.72393 1.09335 0.0056
H 3.49125 -3.03540 1.58624 0.0034
H 2.40228 -4.03977 2.53306 0.0036
H 2.97408 -1.03172 2.87709 0.0027
H 3.21909 -2.39810 3.97640 0.0003
H 1.21707 -1.41511 4.80217 0.0021
H 0.48767 -2.61337 3.66016 0.0031
H -0.66344 -0.37321 4.62209 0.0014
H -2.16083 1.38364 5.18876 -0.0032
Se 2.24434 -1.50658 -2.41972 0.0031
N 2.48376 -0.51979 -0.94010 0.0851
C 3.55576 0.33752 -1.16360 0.0083
C 4.26473 1.10369 -0.23045 0.0030
C 5.26722 1.93701 -0.63451 -0.0027
C 5.75666 1.97233 -1.97924 0.0018
C 5.19634 1.13240 -2.87091 -0.0012
C 4.06361 0.29648 -2.48343 0.0044
N 3.62474 -0.72235 -3.30427 -0.0071
H 4.07186 1.09070 0.86690 0.0009
H 5.71251 2.57948 0.12505 -0.0002
H 6.61440 2.58323 -2.24453 0.0001
H 5.51236 1.06029 -3.91802 0.0002
O 0.24820 1.77289 0.01227 0.0466
N 1.05605 2.66529 -0.55574 -0.0008
C 1.40626 3.73502 0.18431 0.0041
C 2.28940 4.65171 -0.33475 -0.0003
C 2.76458 4.49117 -1.63290 0.0044
C 2.29324 3.42787 -2.38390 -0.0004
C 1.44671 2.52733 -1.82968 0.0030
H 1.06875 3.74167 1.20096 0.0002
H 2.51168 5.52832 0.26387 -0.0001
H 3.40032 5.22861 -2.08187 0.0002
H 2.58522 3.31900 -3.37554 -0.0001
H 1.13702 1.64921 -2.36261 0.0001
```

Calculated values
Spin multiplicity   6
Expectation value of S²   8.8209
Energy relative to the best compared isomer or geometry (same formula, charge and spin)   29.02 kcal/mol
Total charge   +3
E_tot   -4493.0818 hartree
E_LUMO (alpha / beta)   -0.313 / -0.382 Eh
Maximum force   5.73 eV/A

> Look up the energy relative to the best compared isomer or geometry (same formula, charge and spin) of the second one.

41.47 kcal/mol